(1)
60
Properties=species:S:1:pos:R:3:forces:R:3 method="wB97M-V/def2-TZVPD" lumo_ev="-8.16 / -9.20" e_tot_ev=-39690.1969 homo_lumo_gap_ha="0.24142 / 0.20351" charge=+2 spin_multiplicity=2
Ir -0.0708 0.7837 -0.3439 -0.2 0.1 -0.1
C -1.0268 0.0686 -3.6955 0.0 0.0 0.0
C -1.0291 -1.0209 -2.6788 0.0 0.0 0.0
C -1.4341 -2.3401 -2.8408 0.0 0.0 0.0
C -1.2883 -2.9493 -1.6034 0.1 0.0 0.0
C -1.5798 -4.3517 -1.2008 0.0 0.0 0.0
N -0.8099 -2.0306 -0.7490 0.0 0.0 0.0
N -0.6371 -0.8516 -1.4051 0.0 -0.1 0.1
B -0.6003 -2.0489 0.7762 0.0 0.0 0.0
N -1.5816 -1.0369 1.3922 0.0 0.1 -0.1
N -1.5115 0.2528 0.9610 0.1 -0.1 0.0
C -2.5201 0.9410 1.5219 0.0 0.0 0.0
C -2.7824 2.3843 1.2607 0.0 0.0 0.0
C -3.2455 0.0702 2.3229 0.0 0.0 0.1
C -2.6266 -1.1689 2.2228 0.0 0.0 0.0
C -2.9810 -2.4589 2.8739 0.0 0.0 0.0
N 0.8427 -1.5269 1.0535 -0.1 -0.1 0.0
N 1.2468 -0.2858 0.6617 0.0 0.0 -0.1
C 2.5377 -0.1229 1.0031 0.1 0.1 0.1
C 3.3837 1.0747 0.7343 0.0 -0.1 -0.1
C 2.9564 -1.2792 1.6391 -0.1 -0.1 0.0
C 1.8682 -2.1414 1.6564 0.1 0.0 0.0
C 1.7712 -3.5139 2.2257 0.0 0.0 0.0
H -1.9550 0.0432 -4.2640 0.0 0.0 0.0
H -0.2010 -0.0601 -4.3960 0.0 0.0 0.0
H -0.9459 1.0588 -3.2458 0.0 0.0 0.0
H -1.8033 -2.7964 -3.7431 0.0 0.0 0.0
H -1.8851 -4.9262 -2.0714 0.0 0.0 0.0
H -2.3847 -4.3906 -0.4665 0.0 0.0 0.0
H -0.7018 -4.8267 -0.7643 0.0 0.0 0.0
H -0.7566 -3.1372 1.2196 0.0 0.0 0.0
H -2.3675 2.7141 0.3058 0.0 0.0 0.0
H -2.3711 3.0088 2.0546 0.0 0.0 0.0
H -3.8562 2.5565 1.2219 0.0 0.0 0.0
H -4.1176 0.3082 2.9072 0.0 0.0 0.0
H -3.8309 -2.3131 3.5353 0.0 0.0 0.0
H -2.1489 -2.8448 3.4621 0.0 0.0 0.0
H -3.2488 -3.2124 2.1331 0.0 0.0 0.0
H 2.8154 1.9936 0.6533 0.0 0.0 0.1
H 3.9618 0.9339 -0.1815 0.0 0.0 0.0
H 4.0922 1.2019 1.5496 0.0 0.0 0.0
H 3.9344 -1.4627 2.0486 0.0 0.0 0.0
H 2.7315 -3.7963 2.6494 0.0 0.0 0.0
H 1.5040 -4.2410 1.4596 0.0 0.0 0.0
H 1.0197 -3.5608 3.0133 0.0 0.0 0.0
C 2.3182 3.6314 -2.5417 0.0 0.0 0.0
C 1.5149 2.8979 -1.5206 0.1 0.0 0.0
N 1.2628 1.6010 -1.6448 0.0 0.0 -0.1
O 1.8022 0.9022 -2.6472 0.0 0.0 0.0
C 1.0425 3.4621 -0.3043 -0.1 -0.1 0.1
C 1.2543 4.8381 0.1803 0.0 0.0 0.0
N 0.4034 2.5438 0.5323 0.2 0.2 0.1
O 0.1619 2.9076 1.6756 0.0 -0.1 -0.1
H 1.9522 3.4126 -3.5488 0.0 0.0 0.0
H 3.3769 3.3617 -2.4787 0.0 0.0 0.0
H 2.2462 4.7054 -2.4071 0.0 0.0 0.0
H 2.4111 1.4663 -3.1598 0.0 0.0 0.0
H 1.8396 5.4358 -0.5095 0.0 0.0 0.0
H 1.7563 4.8103 1.1505 0.0 0.0 0.0
H 0.2911 5.3256 0.3550 0.0 0.0 0.0


(2)
13
Properties=species:S:1:pos:R:3:forces:R:3 method="wB97M-V/def2-TZVPD" lumo_ev=1.09 e_tot_ev=-7797.8080 homo_lumo_gap_ha=0.40776 charge=0
C -1.7142 -0.3718 0.4557 0.0 0.0 0.0
C -0.2841 -0.4518 -0.0121 -0.1 -0.2 0.0
C 0.2273 0.3136 -1.1587 -0.1 -0.1 -0.3
N 0.5430 0.7625 0.2020 0.2 0.2 0.1
C 1.8823 0.5360 0.6017 0.2 -0.2 -0.1
O 2.6815 -0.1741 0.0433 -0.3 0.3 0.2
H -1.7764 -0.4854 1.5429 0.0 0.0 -0.2
H -2.3121 -1.1654 -0.0076 0.1 0.1 0.1
H -2.1509 0.5964 0.1907 0.1 -0.2 0.0
H 0.2334 -1.3962 0.1657 -0.1 0.2 0.0
H 1.0472 -0.1180 -1.7312 -0.2 0.1 0.1
H -0.4366 1.0054 -1.6735 0.1 -0.2 0.0
H 2.1375 1.1387 1.4912 0.0 -0.2 0.0